Record 1
The following is a DFT calculation (ωB97M-V with the def2-TZVPD basis set) of a single C18H18N4O3 molecule.

Values from the calculation:
2S+1 = 1
Energy above the lowest of the compared OMol25 structures with the same formula, charge and spin = 57.3 kcal/mol
Total charge = 0
Max |F| = 2.50 eV/A
E_HOMO = -7.581 eV
Kohn-Sham gap = 7.704 eV

XYZ file:
```
43
Properties=species:S:1:pos:R:3:forces:R:3:nbo_charge:R:1
N -1.014004 1.387846 0.934284 1.4 0.5 0.7 -0.468
C -1.049531 2.739526 1.172950 0.3 1.2 0.7 0.782
O -0.110189 3.437314 1.536379 0.4 -0.7 -0.5 -0.656
N -2.291231 3.358421 1.130041 -0.3 -0.1 -0.2 -0.630
C -3.543688 2.777634 1.054120 -0.2 0.7 -0.4 0.630
O -4.552576 3.435585 1.276245 0.3 -0.3 -0.2 -0.624
C -3.438837 1.396434 0.719769 0.2 -0.9 0.3 -0.422
C -2.227312 0.781754 0.853264 -0.4 -0.8 -0.6 0.099
H -2.312336 4.346084 1.307391 0.4 0.2 0.2 0.423
H -4.349893 0.863993 0.473421 0.2 -0.2 0.5 0.232
H -2.250672 -0.301620 0.935832 0.4 -0.1 -0.5 0.206
C -0.210697 -2.621181 -1.831133 -0.2 -0.4 0.3 -0.418
N 0.609414 -1.853666 -2.754600 0.4 0.6 -0.6 -0.307
C 1.107399 -2.384128 -3.952941 0.3 0.5 0.5 -0.058
C 1.815022 -1.394191 -4.555195 -0.5 0.2 0.3 -0.058
N 1.684120 -0.252930 -3.758859 -0.4 -0.9 0.4 -0.298
C 2.163918 1.054916 -4.162935 0.1 0.4 -0.1 -0.403
C 0.974942 -0.546869 -2.634913 0.1 -1.0 -1.3 0.427
C 0.642442 0.396204 -1.511913 0.0 1.1 2.2 0.360
C 0.815516 -0.115941 -0.204107 0.3 -1.3 -1.5 -0.492
C 0.652373 0.678515 0.997959 -0.9 0.6 0.3 0.024
C 0.712971 -0.116663 2.317871 -0.6 -0.3 -0.6 -0.070
C -0.023352 0.470353 3.342966 0.2 -0.4 0.5 -0.184
C -0.238940 -0.199635 4.533740 0.9 -0.2 0.4 -0.205
C 0.394808 -1.417831 4.797570 -0.4 -0.7 -0.7 -0.210
C 1.032263 -2.091219 3.742314 0.4 0.9 -0.4 -0.216
C 1.227068 -1.428709 2.500888 -0.5 0.3 0.5 -0.209
O 0.279745 1.578613 -1.753231 0.5 -1.0 -0.9 -0.674
H -0.728440 -1.953772 -1.132882 0.2 -0.1 -0.3 0.260
H -0.935876 -3.204859 -2.413089 0.2 0.2 0.2 0.218
H 0.433725 -3.299040 -1.253741 -0.3 0.2 -0.1 0.216
H 0.955013 -3.416735 -4.255285 0.0 0.4 0.2 0.241
H 2.388106 -1.410280 -5.484242 -0.3 0.2 0.5 0.244
H 2.454859 1.620996 -3.283570 0.0 0.0 0.0 0.254
H 3.012724 0.894372 -4.830202 0.0 0.1 0.2 0.207
H 1.384868 1.611419 -4.696806 0.1 -0.2 0.2 0.231
H 1.049766 -1.195712 -0.081539 -0.2 1.0 -0.1 0.190
H 1.273588 1.626247 1.069391 -1.3 -0.9 -0.3 0.272
H -0.420839 1.468544 3.220351 -0.1 -0.1 0.0 0.232
H -0.857143 0.258040 5.282385 0.0 0.2 0.3 0.215
H 0.329075 -1.902041 5.778434 -0.2 0.2 -0.4 0.215
H 1.388231 -3.122577 3.864057 0.0 0.6 0.0 0.213
H 1.773593 -1.953190 1.709573 -0.3 0.3 0.3 0.210
```
Forces are in eV/Å.


Record 2
The following is a DFT calculation (ωB97M-V with the def2-TZVPD basis set) of 3 unconnected molecules or ions with the total composition C36H67ClN6O5S.

Values from the calculation:
2S+1 = 1
Total charge = 0
Max |F| = 7.56 eV/A
E_HOMO = -8.139 eV
Kohn-Sham gap = 8.052 eV

XYZ file:
```
116
Properties=species:S:1:pos:R:3:forces:R:3:lowdin_charge:R:1
C -4.263159 -0.649199 4.622644 -0.4 1.0 -1.3 -0.096
C -3.008721 -0.402885 3.588287 -0.5 -2.5 2.2 -0.205
N -3.423473 -0.090776 2.216637 0.4 -2.0 -0.5 -0.027
C -3.719860 -1.108197 1.228826 1.2 3.6 -1.2 -0.143
N -4.139700 -2.363461 1.280817 0.6 2.0 -0.3 -0.002
N -4.347521 -2.969485 2.514872 0.4 -0.9 1.0 0.113
C -4.437708 -3.235889 0.067769 -3.2 -2.9 -6.2 -0.536
O -3.572015 -4.145557 -0.225101 -2.2 3.6 2.1 -0.049
O -5.623074 -3.022964 -0.587639 5.9 -0.2 4.3 -0.100
N -3.535049 -0.404915 -0.046834 0.6 -1.1 1.0 -0.055
C -2.481294 -0.817075 -0.990333 1.0 0.1 -2.2 -0.136
C -1.016884 -0.200957 -0.762458 0.6 -1.3 -0.2 -0.158
C -0.221986 -1.139802 0.288589 0.2 -0.2 -0.3 -0.158
C 1.380988 -0.973705 0.240474 0.7 -0.5 0.3 -0.147
N 1.874075 0.070827 -0.697690 2.2 3.4 -4.0 -0.146
C 2.164983 1.490004 -0.483082 1.0 2.0 -2.1 -0.103
C 2.712213 2.264911 -1.720040 -1.7 -5.7 0.4 -0.068
C 2.751159 1.146684 -2.868296 -1.8 -1.1 5.9 -0.059
C 2.241174 -0.135706 -2.112994 1.1 2.8 -1.8 -0.096
C -3.817773 1.029853 0.199641 -2.1 0.2 1.4 -0.491
S -5.719587 0.976436 0.344779 -0.8 0.5 0.3 0.871
C -3.654201 2.106959 -0.974242 0.8 0.1 -0.9 -0.073
C -4.749536 2.005002 -2.149145 -0.4 -2.7 -3.8 -0.394
O -4.566744 1.122143 -3.064963 -0.3 3.1 3.9 0.002
N -5.927484 2.863148 -2.299869 2.4 -0.2 -0.8 -0.181
C -6.601187 2.665457 -3.624392 -1.0 0.7 -0.9 -0.097
C -5.633787 4.312231 -2.060002 -0.7 0.9 2.0 -0.092
C -3.267300 1.332991 1.691905 -0.1 -0.8 1.2 -0.296
C -4.186993 2.146939 2.738258 -0.9 1.0 0.1 -0.161
C -4.648019 3.618047 2.269111 -0.6 0.7 1.4 -0.227
C -3.795706 4.795280 3.027468 0.6 -0.2 -1.8 -0.558
Cl -4.940275 6.054094 3.745242 0.9 -1.0 -0.3 0.483
C -1.773284 1.882902 1.914094 1.1 -0.2 0.2 -0.101
C -1.406557 3.265762 1.177541 1.0 0.0 0.4 -0.068
C -0.363767 4.042432 2.154374 2.5 -1.4 1.3 -0.367
O 0.577182 3.455057 2.761969 -4.1 2.4 -2.7 0.057
O -0.572695 5.447397 2.339273 0.6 -1.6 -1.2 0.010
H -4.378734 0.290735 5.266459 0.2 -1.5 -0.6 0.069
H -5.210173 -0.686666 3.951422 1.5 -0.3 1.4 0.073
H -4.155614 -1.614487 5.224966 -0.2 1.6 -0.8 0.076
H -2.448846 -1.421229 3.573190 -0.7 1.9 -0.1 0.117
H -2.318276 0.330674 4.119414 -0.8 -0.7 -1.5 0.120
H -5.013972 -3.761757 2.393493 0.8 0.9 -0.1 0.137
H -3.436377 -3.325914 2.851551 -0.9 -0.2 -0.3 0.114
H -2.818041 -0.485977 -2.053193 0.3 -0.5 1.9 0.134
H -2.347360 -1.965520 -1.076603 -0.7 1.9 0.5 0.137
H -0.450424 -0.321620 -1.770894 -1.0 0.3 1.6 0.126
H -0.982202 0.915858 -0.520037 -0.1 -1.6 -0.2 0.078
H -0.558934 -1.023854 1.377816 0.3 0.0 -1.5 0.095
H -0.451417 -2.231591 -0.016905 0.3 1.8 0.6 0.121
H 1.845074 -0.752233 1.275589 -0.9 -0.2 -1.6 0.116
H 1.867807 -1.969953 -0.100846 -0.9 1.7 0.5 0.138
H 2.047181 2.067965 0.511233 0.0 -1.7 -1.6 0.097
H 3.011358 3.360353 -1.837153 -0.6 -1.9 0.6 0.076
H 3.091466 1.255846 -3.950088 -0.6 -0.4 1.9 0.077
H 2.197644 -1.122776 -2.699136 -0.2 1.4 1.7 0.098
H -6.074435 0.324339 1.518889 1.0 0.3 -0.9 -0.089
H -3.622209 3.198625 -0.638029 -0.1 -1.8 0.1 0.090
H -2.630965 1.904412 -1.486057 -1.9 0.4 0.6 0.135
H -5.940843 3.071479 -4.490658 -0.9 -1.0 1.3 0.111
H -7.551233 3.334929 -3.640711 1.6 -1.1 0.3 0.099
H -6.960085 1.597386 -3.812486 0.9 1.5 0.4 0.105
H -5.945900 4.531209 -0.960446 0.6 -0.2 -1.7 0.094
H -6.303056 5.011857 -2.697964 1.4 -1.4 0.9 0.106
H -4.520214 4.568175 -2.128419 -1.6 -0.2 -0.4 0.093
H -5.153341 1.583952 3.046991 1.9 0.7 -0.9 0.100
H -3.615953 2.294238 3.740552 -0.7 -0.4 -1.8 0.118
H -5.735920 3.767757 2.647865 1.8 -0.3 -0.8 0.103
H -4.682589 3.784891 1.139428 0.2 -0.3 1.6 0.078
H -3.059915 4.379254 3.802637 -1.4 0.7 -0.8 0.085
H -3.155864 5.371048 2.248974 -1.1 -0.9 1.5 0.061
H -0.943074 1.126039 1.619586 -1.7 1.1 0.4 0.114
H -1.589515 2.068302 3.046191 -0.6 -0.5 -1.9 0.117
H -2.290414 3.926170 0.888840 1.3 -0.9 0.6 0.093
H -0.807091 3.002013 0.218868 -0.9 0.7 1.5 0.125
H 0.048584 5.937666 1.747786 -0.5 -0.5 0.8 0.130
C 7.855122 -1.239039 3.657626 0.2 0.1 0.1 -0.115
C 6.645133 -0.656985 4.374678 -0.1 -0.1 0.0 -0.273
C 5.314584 -1.102741 3.766015 -0.1 0.1 0.1 -0.229
C 5.084246 -0.666903 2.315708 0.1 0.0 0.0 -0.224
C 5.149058 0.841991 2.070261 -0.1 -0.1 -0.1 -0.263
C 4.077434 1.618087 2.823512 0.1 0.1 0.0 -0.115
H 7.905867 -0.913735 2.615905 0.0 0.0 0.0 0.066
H 8.776234 -0.914894 4.149890 0.0 -0.1 -0.1 0.070
H 7.829995 -2.332529 3.676905 0.0 0.1 -0.1 0.075
H 6.714903 0.435355 4.386172 -0.1 0.0 0.0 0.099
H 6.672846 -0.976244 5.421719 0.0 0.1 0.0 0.104
H 4.498107 -0.728353 4.393783 0.0 0.0 -0.1 0.100
H 5.250040 -2.196291 3.813638 0.0 0.1 0.0 0.109
H 4.100974 -1.036668 1.997228 0.1 0.0 0.0 0.090
H 5.814807 -1.160126 1.666131 -0.1 0.0 0.0 0.103
H 5.024633 1.025295 0.997859 0.0 0.0 0.0 0.099
H 6.138069 1.230639 2.334842 0.0 -0.1 0.0 0.100
H 3.077710 1.278659 2.536409 0.0 0.0 0.1 0.050
H 4.152418 2.684111 2.592701 -0.1 -0.1 0.1 0.075
H 4.181839 1.506335 3.905239 -0.1 0.0 0.0 0.068
C 5.254252 -2.416639 -3.959295 0.2 0.0 0.0 -0.108
C 4.748436 -2.825207 -5.335572 -0.1 0.1 0.0 -0.269
C 3.340817 -3.423216 -5.304585 0.0 -0.1 -0.2 -0.229
C 3.202012 -4.719213 -4.499960 0.0 0.0 0.1 -0.230
C 4.111946 -5.864955 -4.947765 -0.1 0.0 0.0 -0.273
C 3.835653 -6.327656 -6.371772 0.1 -0.1 0.0 -0.115
H 5.333114 -3.272241 -3.284348 0.0 0.1 0.0 0.067
H 6.248296 -1.968362 -4.041720 -0.1 0.0 0.1 0.072
H 4.588631 -1.677616 -3.503344 0.1 -0.1 0.0 0.053
H 5.453376 -3.526594 -5.793143 -0.1 0.0 0.0 0.099
H 4.736043 -1.939972 -5.980047 0.0 -0.1 0.0 0.104
H 3.009743 -3.595904 -6.334627 0.0 0.0 0.1 0.102
H 2.648025 -2.681472 -4.889046 0.0 0.0 0.0 0.099
H 2.157705 -5.051026 -4.559451 0.1 0.0 0.0 0.111
H 3.391463 -4.513400 -3.441095 0.0 0.0 0.0 0.098
H 3.963492 -6.711882 -4.269967 0.0 0.1 0.0 0.104
H 5.164321 -5.577406 -4.852808 -0.1 0.0 0.0 0.098
H 2.800979 -6.666602 -6.476619 0.1 0.1 0.0 0.076
H 4.492874 -7.161848 -6.631305 -0.1 0.0 -0.1 0.070
H 4.012244 -5.530328 -7.097356 0.0 0.0 0.0 0.065
```
Forces are in eV/Å.


Record 3
The following is a DFT calculation (ωB97M-V with the def2-TZVPD basis set) of a single C5H6F2I2 molecule.

Values from the calculation:
2S+1 = 1
Energy above the lowest of the compared OMol25 structures with the same formula, charge and spin = 52.9 kcal/mol
Total charge = 0
Max |F| = 3.21 eV/A
E_HOMO (alpha / beta) = -8.367 / -8.357 eV
Kohn-Sham gap (alpha / beta) = 7.557 / 8.035 eV

XYZ file:
```
15
Properties=species:S:1:pos:R:3:forces:R:3:nbo_charge:R:1
C 1.009835 0.923152 0.660417 0.3 1.8 0.8 -0.521
C 0.233556 -0.378568 0.398167 1.6 -0.4 -0.5 -0.045
C 2.549519 0.623047 0.491023 -1.4 0.3 1.9 0.168
C 2.496882 -0.656113 -0.250135 -1.4 -1.4 -0.8 0.193
C -0.764434 -0.392447 -0.731393 2.6 1.2 -1.5 -0.691
F 2.969132 0.348855 1.791847 0.3 -0.1 -0.6 -0.368
F 2.280282 -0.477133 -1.570578 0.2 0.2 0.2 -0.363
I 3.903701 2.183320 -0.259646 -0.5 -0.4 0.1 0.061
I 3.928927 -2.228983 0.034252 -0.5 0.7 0.0 0.158
H 0.702154 1.798638 0.054587 0.0 -0.8 -0.4 0.232
H 0.894966 1.407458 1.687826 0.1 -1.1 -0.9 0.255
H -0.027956 -1.088665 1.180679 0.6 0.4 0.3 0.212
H -0.280709 -0.696505 -1.729997 -0.1 0.9 1.2 0.245
H -1.001291 0.706548 -0.775629 -0.8 -1.2 -0.6 0.229
H -1.531424 -1.129683 -0.718714 -1.0 -0.1 0.9 0.235
```
Forces are in eV/Å.


Record 4
The following is a DFT calculation (ωB97M-V with the def2-TZVPD basis set) of a gas-phase ion, H3NOP (charge -1).

Values from the calculation:
2S+1 = 1
Energy above the lowest of the compared OMol25 structures with the same formula, charge and spin = 5.8 kcal/mol
Total charge = -1
Max |F| = 2.27 eV/A
E_HOMO = -3.400 eV
Kohn-Sham gap = 8.583 eV

XYZ file:
```
6
Properties=species:S:1:pos:R:3:forces:R:3:nbo_charge:R:1
N 0.337220 1.486792 -0.084816 -0.6 -0.2 -0.2 -1.414
P 0.774528 -0.028133 0.029142 1.6 1.4 0.5 1.729
O 2.263445 -0.161151 0.013075 0.8 -0.4 0.8 -1.196
H -0.620373 1.695657 -0.328005 -0.3 -0.1 0.1 0.330
H 0.180141 -0.748083 1.107432 -0.1 0.1 0.4 -0.231
H 0.466876 -0.954369 -0.906351 -1.4 -0.9 -1.6 -0.218
```
Forces are in eV/Å.


Q: Number 1 is which compound?
A: C18H18N4O3